12
Properties=species:S:1:pos:R:3:lowdin_charge:R:1 method="wB97M-V/def2-TZVPD" gap_ev="11.414 / 6.462" charge=+1 spin_multiplicity=2 homo_energy_ev="-14.96 / -14.96" de_lowest_kcal_mol=0.0
S 0.980 -0.462 0.877 1.134
O -2.871 1.304 -1.051 -0.062
C 0.212 -1.580 -0.300 -0.288
C 1.318 0.978 -0.158 -0.274
H 0.783 0.840 -1.063 0.047
H 1.006 1.855 0.421 0.076
H -3.111 1.466 -0.130 0.038
H 0.029 -2.477 0.295 0.059
H -0.738 -1.252 -0.706 0.071
H -3.315 0.477 -1.265 0.035
H 2.413 1.032 -0.248 0.083
H 1.034 -1.715 -1.013 0.081

88
Properties=species:S:1:pos:R:3:lowdin_charge:R:1 method="wB97M-V/def2-TZVPD" gap_ev=6.602 charge=-1 homo_energy_ev=-5.04
Ga 4.595 0.700 0.156 0.324
Cl 0.797 3.095 -3.533 0.734
Cl 1.306 5.009 4.479 0.496
Cl -6.198 -7.289 0.635 0.501
Cl -4.329 3.835 6.592 0.517
Cl -1.092 3.519 -5.716 0.506
Cl 2.240 -4.922 -3.060 0.559
Cl -0.999 -6.882 -0.798 0.487
Cl 2.640 -4.854 0.522 0.464
Cl -5.924 3.683 -1.725 0.520
Cl -2.821 1.358 6.817 0.528
Cl -2.270 -7.400 5.073 0.510
Cl -4.107 -1.408 0.166 0.465
Cl 2.733 2.601 3.663 0.506
Cl -4.916 -7.784 3.928 0.491
Cl 0.148 -6.148 1.774 0.509
Cl -9.099 3.446 2.275 0.505
Cl 0.111 2.883 2.119 0.551
Cl -2.187 -1.774 2.324 0.527
Cl 5.496 -4.286 0.594 0.525
Cl -6.398 3.688 3.268 0.481
Cl 1.261 -7.156 -4.647 0.512
Cl -4.408 1.338 -0.922 0.518
Cl 5.798 5.658 -5.678 0.528
Cl -2.770 2.533 2.322 0.517
Cl -7.169 1.621 -0.096 0.505
Cl -8.517 2.793 5.052 0.512
Cl 4.210 5.016 4.332 0.514
Cl 3.652 -2.342 -0.540 0.547
Cl -4.436 -8.421 6.725 0.512
Cl 3.913 6.073 -7.853 0.496
Cl -2.329 -7.661 1.679 0.477
Cl -1.677 4.947 1.118 0.524
Cl 1.525 4.795 -5.799 0.480
Cl -1.478 -0.154 0.014 0.631
Cl -0.520 -4.956 -3.974 0.518
Cl -3.989 -6.278 -0.965 0.488
Cl -4.863 1.638 4.765 0.462
Cl 6.527 7.348 -7.931 0.506
Cl -6.609 -6.649 -2.173 0.513
F 7.852 -0.069 0.255 -0.125
N 0.273 1.812 -0.618 -0.107
C 1.586 1.517 -0.162 -0.199
C 0.230 1.470 -1.996 -0.407
C 1.145 -5.413 -4.359 -1.529
C 3.990 -4.061 -0.310 -1.544
C -6.001 1.948 -1.382 -1.515
C -4.386 2.076 6.410 -1.522
C 1.288 0.849 -2.902 -0.229
C -8.110 3.842 3.685 -1.517
C 0.202 4.250 -4.752 -1.463
C 2.685 0.542 -2.351 -0.074
C 5.849 2.234 -0.425 -0.318
C -1.448 3.207 1.353 -1.493
C 7.147 1.799 -1.271 -0.273
C 2.775 4.044 4.687 -1.526
C 2.800 0.948 -0.871 -0.237
C 5.205 6.802 -6.888 -1.544
C -2.788 -0.662 1.084 -1.557
C -0.772 -7.372 0.890 -1.491
C -4.010 -7.348 5.383 -1.531
C -5.735 -6.217 -0.695 -1.524
C 7.586 0.274 -1.115 -0.258
H 6.078 2.854 0.507 0.036
H -3.180 0.224 1.581 -0.078
H 1.038 0.614 -3.989 0.085
H 4.255 0.844 1.733 -0.091
H 4.107 -4.521 -1.289 -0.046
H -0.206 -8.301 0.902 0.020
H -6.325 1.434 -2.285 0.018
H 8.583 0.120 -1.678 0.107
H 3.562 0.094 -2.910 0.092
H 4.798 7.668 -6.370 0.015
H -4.279 -6.331 5.660 0.018
H 6.920 1.970 -2.387 0.101
H 2.828 3.724 5.725 0.011
H -6.004 -5.199 -0.424 0.015
H -1.457 2.724 0.377 -0.034
H 1.440 -4.895 -5.269 0.015
H -0.205 5.118 -4.236 0.015
H 5.183 -0.762 -0.117 -0.127
H -5.131 1.684 7.098 0.015
H 6.852 -0.453 -1.623 0.089
H 5.233 2.926 -1.118 0.039
H -8.311 4.872 3.972 0.017
H 8.042 2.451 -0.948 0.099
H -0.781 1.698 -2.491 0.083
H 1.751 1.756 0.952 0.000

241
Properties=species:S:1:pos:R:3:lowdin_charge:R:1 method="wB97M-V/def2-TZVPD" gap_ev=8.552 homo_energy_ev=-8.29 de_lowest_kcal_mol=0.0
O 30.208 -10.277 -10.033 -0.214
O 35.298 -13.732 -20.627 -0.215
O 21.042 -11.138 -16.358 -0.178
O 33.434 -9.656 -14.349 -0.084
O 23.984 -21.214 -17.406 -0.197
O 18.162 0.108 -17.978 -0.202
O 30.191 5.265 -8.099 -0.191
O 26.716 -16.798 -15.504 -0.178
O 37.845 -3.675 -27.893 -0.201
O 20.008 -6.566 -13.517 -0.125
O 23.938 2.815 -17.425 -0.216
O 34.462 -13.166 -10.059 -0.193
O 27.094 -5.863 -17.368 -0.190
O 34.142 -2.677 -24.311 -0.184
O 17.802 -5.029 -25.966 -0.235
O 25.810 -12.558 -22.875 -0.199
O 22.411 -1.745 -7.411 -0.208
O 35.813 -19.115 -17.982 -0.188
O 22.493 2.835 -9.304 -0.198
N 23.524 -0.142 -9.881 -0.083
N 25.522 -2.650 -16.523 0.031
N 24.237 -18.251 -15.950 -0.072
N 34.480 -16.135 -19.794 -0.054
N 27.373 -11.624 -26.178 0.017
N 21.273 2.034 -18.282 -0.058
N 20.339 -11.190 -19.986 0.024
N 19.928 -6.419 -25.373 0.040
N 33.254 3.141 -8.691 0.020
N 35.190 -2.147 -27.027 -0.055
N 33.000 -10.677 -9.348 -0.068
C 22.969 -20.352 -16.836 -0.203
C 27.063 -11.537 -24.749 -0.434
C 33.766 -14.970 -19.253 -0.211
C 29.488 5.581 -6.917 -0.124
C 17.449 -1.058 -18.349 -0.110
C 34.113 -11.228 -8.550 -0.207
C 33.824 -2.026 -26.545 -0.220
C 31.316 4.406 -7.857 -0.191
C 33.478 -3.032 -25.488 -0.263
C 22.112 -2.918 -6.640 -0.087
C 25.910 -12.386 -24.322 -0.194
C 35.338 -13.822 -10.966 -0.103
C 20.957 -4.675 -24.138 -0.091
C 26.542 -7.193 -17.665 -0.064
C 30.900 -9.313 -9.180 -0.185
C 20.229 -10.774 -18.600 -0.479
C 25.593 -18.809 -15.739 -0.202
C 20.906 -11.734 -17.665 -0.204
C 26.478 -18.003 -14.840 -0.252
C 35.520 -12.957 -21.868 -0.068
C 32.075 3.864 -9.096 -0.448
C 23.775 2.248 -9.296 -0.217
C 22.975 3.857 -17.857 -0.165
C 27.455 -15.897 -14.698 -0.110
C 23.625 -22.580 -17.316 -0.130
C 34.728 -17.068 -18.679 -0.188
C 21.554 3.309 -17.669 -0.251
C 25.255 3.347 -17.282 -0.120
C 27.744 -3.449 -15.872 -0.067
C 19.491 0.249 -18.435 -0.212
C 26.586 -3.578 -16.880 -0.436
C 31.197 2.950 -9.969 -0.055
C 19.987 1.543 -17.750 -0.203
C 26.761 -10.008 -24.561 -0.056
C 19.643 -5.203 -24.583 -0.458
C 21.389 -12.015 -15.311 -0.121
C 36.731 -3.354 -28.672 -0.256
C 33.979 -3.513 -23.158 -0.086
C 35.572 -18.313 -19.123 -0.224
C 22.110 -1.785 -8.781 -0.228
C 22.358 3.686 -8.193 -0.124
C 32.024 -10.107 -8.441 -0.213
C 26.575 -13.665 -22.400 -0.101
C 22.222 -0.372 -9.355 -0.221
C 36.866 -20.006 -18.232 -0.132
C 35.069 -12.013 -9.481 -0.226
C 23.440 -18.901 -17.008 -0.203
C 29.138 -9.668 -10.726 -0.114
C 16.911 -4.333 -26.848 -0.089
C 26.071 -5.005 -16.910 -0.253
C 19.733 -5.489 -14.381 -0.172
C 39.094 -3.419 -28.609 -0.074
C 18.878 -4.196 -25.436 -0.174
C 18.759 -10.607 -18.336 -0.057
C 32.785 -8.543 -14.746 -0.236
C 23.648 1.191 -10.408 -0.198
C 35.403 -3.332 -27.907 -0.185
C 33.910 -13.884 -20.363 -0.223
H 24.313 -17.269 -16.172 0.095
H 28.217 -11.096 -26.344 0.068
H 30.075 5.804 -6.026 0.086
H 22.987 4.726 -17.200 0.116
H 19.437 -5.886 -15.352 0.076
H 27.409 -14.868 -15.055 0.087
H 30.292 3.421 -10.353 0.075
H 18.892 -4.915 -13.994 0.077
H 18.328 -11.594 -18.499 0.086
H 33.740 -11.921 -7.795 0.111
H 18.562 -10.418 -17.281 0.074
H 37.735 -19.349 -18.203 0.089
H 28.483 -16.222 -14.535 0.087
H 37.110 -20.712 -17.437 0.082
H 18.319 -9.774 -18.886 0.081
H 31.543 -11.008 -8.059 0.114
H 22.593 -22.880 -17.501 0.085
H 35.309 -16.678 -17.843 0.111
H 22.777 3.284 -7.271 0.084
H 27.521 -12.583 -26.460 0.065
H 33.724 -4.036 -25.831 0.110
H 33.241 -7.607 -14.423 0.078
H 21.419 3.215 -16.591 0.108
H 21.325 -11.364 -20.113 0.065
H 20.095 1.376 -16.678 0.117
H 33.653 -1.076 -26.040 0.119
H 21.425 -0.199 -10.078 0.126
H 18.571 -3.298 -24.901 0.123
H 21.102 -3.299 -6.790 0.083
H 22.811 1.360 -11.085 0.123
H 24.562 2.987 -9.447 0.119
H 22.739 -20.526 -15.785 0.122
H 25.303 -2.866 -15.561 0.065
H 33.433 -12.929 -20.147 0.117
H 20.322 -12.653 -17.720 0.124
H 20.483 -6.068 -26.140 0.064
H 26.851 -3.368 -17.916 0.141
H 32.944 -3.775 -22.938 0.085
H 20.788 4.066 -17.837 0.119
H 36.237 -14.114 -10.423 0.083
H 32.503 4.705 -9.642 0.132
H 29.407 -8.678 -11.095 0.084
H 16.259 -5.094 -27.277 0.088
H 31.011 3.706 -7.079 0.122
H 27.482 -3.687 -14.841 0.080
H 25.627 -7.057 -18.241 0.079
H 39.955 -3.793 -28.054 0.086
H 22.845 -2.425 -9.269 0.120
H 34.554 -4.435 -23.237 0.080
H 25.258 -5.011 -17.636 0.115
H 36.555 -12.618 -21.858 0.081
H 28.824 4.751 -6.676 0.083
H 35.255 -15.595 -20.153 0.085
H 20.896 -9.912 -18.572 0.137
H 28.853 6.417 -7.213 0.088
H 24.530 1.310 -11.038 0.106
H 19.211 2.299 -17.871 0.119
H 28.582 -4.102 -16.115 0.067
H 34.472 -3.024 -22.318 0.085
H 20.632 -12.782 -15.148 0.084
H 25.915 -1.720 -16.514 0.068
H 34.221 -14.725 -18.294 0.109
H 26.497 -13.712 -21.313 0.087
H 31.752 2.592 -10.836 0.068
H 32.701 -15.015 -19.030 0.113
H 20.240 -10.398 -20.605 0.075
H 30.922 2.093 -9.354 0.081
H 27.050 -15.815 -13.689 0.079
H 26.111 -14.551 -22.835 0.083
H 35.342 -4.240 -27.307 0.106
H 26.433 -9.782 -23.546 0.072
H 30.216 -8.901 -8.437 0.109
H 21.107 -2.154 -8.998 0.117
H 28.361 -9.704 -9.963 0.089
H 24.251 -23.101 -18.040 0.082
H 25.928 -9.692 -25.188 0.076
H 25.911 -13.357 -24.818 0.115
H 23.907 -18.748 -17.981 0.117
H 25.918 2.486 -17.206 0.083
H 21.866 -12.142 -17.979 0.123
H 20.817 -3.769 -23.548 0.082
H 32.089 4.992 -7.359 0.112
H 26.032 -18.911 -16.731 0.120
H 19.471 -3.821 -26.270 0.121
H 25.369 -19.804 -15.354 0.118
H 21.450 -5.440 -23.538 0.082
H 27.369 -7.697 -18.166 0.087
H 31.733 -8.514 -14.463 0.075
H 34.567 -3.369 -28.605 0.117
H 36.751 -20.661 -19.096 0.089
H 26.019 -17.839 -13.866 0.124
H 27.609 -13.538 -22.720 0.078
H 31.242 -8.422 -9.706 0.112
H 23.238 4.052 -18.897 0.119
H 27.648 -9.427 -24.814 0.067
H 20.628 -4.874 -14.476 0.074
H 22.781 4.669 -8.402 0.086
H 34.814 -14.737 -11.241 0.088
H 39.171 -2.340 -28.736 0.080
H 36.862 -2.337 -29.040 0.119
H 16.341 -3.655 -26.212 0.083
H 20.256 -7.330 -14.044 0.070
H 20.119 -0.543 -18.026 0.121
H 22.017 1.411 -18.002 0.104
H 35.571 -13.232 -11.852 0.089
H 27.981 -11.819 -24.233 0.125
H 32.706 -8.501 -15.832 0.080
H 22.335 -12.536 -15.458 0.082
H 36.516 -17.980 -19.555 0.111
H 33.229 -2.027 -27.457 0.117
H 19.119 -5.526 -23.683 0.141
H 19.552 0.354 -19.518 0.123
H 25.510 3.675 -18.290 0.077
H 35.320 -11.289 -10.256 0.113
H 21.626 -4.483 -24.977 0.080
H 33.262 -9.734 -13.408 0.084
H 22.217 -2.647 -5.590 0.085
H 35.307 -13.538 -22.765 0.086
H 32.436 -9.623 -7.556 0.117
H 32.586 -11.519 -9.722 0.099
H 35.111 -18.862 -19.944 0.117
H 33.435 -14.285 -21.259 0.115
H 39.025 -3.824 -29.619 0.079
H 23.913 1.757 -8.333 0.114
H 24.239 -0.434 -9.231 0.118
H 24.954 -11.983 -24.658 0.129
H 22.072 0.307 -8.516 0.113
H 19.071 -6.756 -25.787 0.061
H 21.301 3.811 -7.959 0.086
H 32.404 -3.128 -25.323 0.120
H 17.666 -1.380 -19.368 0.081
H 28.293 -2.508 -15.913 0.069
H 35.032 -11.987 -21.956 0.079
H 36.025 -12.225 -9.003 0.115
H 23.979 -23.019 -16.383 0.081
H 17.491 -3.778 -27.585 0.083
H 25.462 4.130 -16.552 0.087
H 21.455 -11.492 -14.357 0.084
H 36.677 -4.134 -29.431 0.120
H 25.584 -5.298 -15.980 0.127
H 34.552 -10.417 -7.969 0.116
H 22.037 -20.568 -17.359 0.113
H 27.398 -18.565 -14.682 0.124
H 26.259 -7.740 -16.766 0.080
H 28.887 -10.320 -11.563 0.086
H 17.775 -1.907 -17.749 0.076
H 33.653 2.694 -9.504 0.070
H 22.510 -18.334 -16.979 0.111
H 33.779 -17.360 -18.229 0.120
H 16.374 -1.004 -18.177 0.085
H 33.890 3.898 -8.486 0.070
H 22.875 -3.633 -6.948 0.084
H 35.746 -2.193 -26.185 0.101

16
Properties=species:S:1:pos:R:3:lowdin_charge:R:1 method="wB97M-V/def2-TZVPD" gap_ev="12.500 / 6.961" charge=+1 spin_multiplicity=2 homo_energy_ev="-16.52 / -16.22" de_lowest_kcal_mol=39.0
O 0.021 2.158 0.424 0.240
O 0.957 -1.373 -2.144 0.028
N 0.102 0.395 -0.878 0.279
C 0.088 -0.705 2.222 -0.043
C -0.243 0.955 0.334 -0.351
C -0.901 0.159 1.414 -0.133
C -0.095 -0.990 -1.293 -0.163
H -1.052 -1.123 -1.812 0.173
H 0.842 -0.074 2.600 0.075
H 0.017 -1.599 -0.399 0.141
H -1.738 -0.447 1.054 0.134
H 0.575 1.038 -1.528 0.203
H -0.419 -1.103 3.104 0.102
H 0.903 -0.943 -3.008 0.121
H -1.380 0.853 2.061 0.122
H 0.562 -1.504 1.677 0.071

66
Properties=species:S:1:pos:R:3:lowdin_charge:R:1 method="wB97M-V/def2-TZVPD" gap_ev=6.908 homo_energy_ev=-7.78 de_lowest_kcal_mol=6.6
Pd 0.493 0.082 -0.302 1.044
Br 6.683 -3.764 0.719 0.717
O 2.813 0.846 -1.642 0.019
O 2.305 -0.836 -0.252 -0.209
N -8.131 -0.444 -5.832 0.157
N 0.623 0.239 4.018 -0.083
N -0.130 -1.033 -1.804 -0.060
N 0.831 0.557 1.725 0.045
N -1.141 1.213 -0.464 -0.098
C 6.792 -0.493 -1.818 -0.070
C 5.486 -0.028 -1.792 -0.018
C -4.802 -0.434 -2.351 -0.008
C -2.340 -0.053 -2.193 -0.045
C -4.744 0.013 -5.095 -0.011
C 0.092 0.351 2.771 -0.384
C -1.365 -0.995 -2.449 -0.236
C 7.157 -1.606 -1.073 -0.132
C -5.973 -0.520 -3.084 -0.013
C -5.943 -0.294 -4.458 -0.229
C 4.886 -1.795 -0.269 -0.074
C -2.233 1.007 -1.282 -0.254
C -3.575 0.086 -4.356 -0.007
C 3.121 -0.149 -1.000 -0.611
C -1.439 -2.118 -3.326 -0.018
C -3.598 -0.136 -2.982 -0.187
C 2.557 1.837 4.142 -0.064
C -0.264 -2.803 -3.202 -0.056
C -1.395 0.196 2.641 -0.003
C 0.517 -2.098 -2.250 -0.108
C 2.060 0.396 4.229 -0.203
C -3.121 2.097 -1.130 -0.022
C -0.462 1.298 6.002 -0.068
C -0.190 0.025 5.212 -0.215
C -7.159 -0.377 -5.223 -0.182
C -2.535 2.971 -0.235 -0.071
C 6.194 -2.242 -0.306 -0.681
C -1.311 2.389 0.139 -0.161
C 4.533 -0.678 -1.018 -0.131
H 0.462 1.736 6.381 0.066
H -4.731 0.191 -6.162 0.122
H -1.925 0.883 3.302 0.090
H -0.570 2.760 0.829 0.104
H -0.959 2.044 5.380 0.078
H 4.140 -2.298 0.329 0.106
H 2.062 2.463 4.884 0.065
H 2.279 -0.011 5.216 0.120
H -1.683 -0.822 2.906 0.097
H -2.918 3.920 0.102 0.093
H -4.816 -0.604 -1.283 0.128
H -1.699 0.381 1.619 0.049
H 7.536 0.010 -2.422 0.105
H -2.283 -2.371 -3.946 0.112
H 8.173 -1.975 -1.086 0.098
H 0.337 -0.697 5.838 0.120
H 2.372 2.273 3.161 0.071
H 5.181 0.837 -2.363 0.117
H 1.503 -2.325 -1.879 0.107
H 3.630 1.870 4.328 0.081
H 2.600 -0.239 3.520 0.121
H -1.126 -0.447 4.932 0.100
H -4.050 2.229 -1.661 0.110
H 1.815 0.545 1.960 0.045
H 0.029 -3.707 -3.710 0.097
H -1.103 1.081 6.857 0.078
H -6.909 -0.760 -2.600 0.121
H -2.638 0.323 -4.841 0.131

8
Properties=species:S:1:pos:R:3:lowdin_charge:R:1 method="wB97M-V/def2-TZVPD" gap_ev="7.422 / 7.427" homo_energy_ev="-9.31 / -9.32" de_lowest_kcal_mol=83.4 smiles="O=[N+]([O-])O.N=S"
S -1.494 2.471 -0.308 0.718
O 1.084 -2.432 -0.382 0.143
O -0.566 -1.212 0.480 0.096
O 1.166 -0.359 -0.584 0.085
N -0.489 1.467 0.240 -0.500
N 0.658 -1.351 -0.219 -0.471
H 0.409 1.712 0.263 -0.073
H -0.767 -0.296 0.509 0.002

13
Properties=species:S:1:pos:R:3:lowdin_charge:R:1 method="wB97M-V/def2-TZVPD" gap_ev=9.759 homo_energy_ev=-9.39 de_lowest_kcal_mol=82.3 smiles=CCSc1nnon1
S -0.371 -1.141 -0.824 0.968
O -1.027 2.478 -1.453 -0.069
N -2.259 0.773 -1.499 0.051
N -2.286 2.002 -1.597 0.035
N -0.175 1.486 -1.163 0.068
C 0.740 -0.942 1.656 -0.160
C -0.933 0.430 -1.225 -0.697
C 1.077 -0.782 0.189 -0.516
H -0.023 -0.243 1.971 0.072
H 0.425 -1.963 1.770 0.059
H 1.382 0.212 -0.061 0.054
H 1.643 -0.819 2.273 0.083
H 1.807 -1.491 -0.036 0.052

8
Properties=species:S:1:pos:R:3:lowdin_charge:R:1 method="wB97M-V/def2-TZVPD" gap_ev=10.538 homo_energy_ev=-11.67 de_lowest_kcal_mol=62.0
S -0.977 -1.417 3.019 0.864
O 0.065 -2.173 2.372 -0.446
O -0.657 -0.045 3.289 -0.447
N 0.310 0.709 -0.466 0.003
C 0.196 -0.315 -1.078 -0.091
H 0.642 1.667 -0.537 0.073
H 0.463 0.573 -3.561 0.041
H -0.041 1.000 -3.038 0.004

Please write out number 1 again, unchanged.
12
Properties=species:S:1:pos:R:3:lowdin_charge:R:1 method="wB97M-V/def2-TZVPD" gap_ev="11.414 / 6.462" charge=+1 spin_multiplicity=2 homo_energy_ev="-14.96 / -14.96" de_lowest_kcal_mol=0.0
S 0.980 -0.462 0.877 1.134
O -2.871 1.304 -1.051 -0.062
C 0.212 -1.580 -0.300 -0.288
C 1.318 0.978 -0.158 -0.274
H 0.783 0.840 -1.063 0.047
H 1.006 1.855 0.421 0.076
H -3.111 1.466 -0.130 0.038
H 0.029 -2.477 0.295 0.059
H -0.738 -1.252 -0.706 0.071
H -3.315 0.477 -1.265 0.035
H 2.413 1.032 -0.248 0.083
H 1.034 -1.715 -1.013 0.081